28
Properties=species:S:1:pos:R:3:forces:R:3 method="wB97M-V/def2-TZVPD" homo_ev="-11.72 / -11.72" mol_weight_g_mol=175.26 e_above_lowest_kj_mol=352.1 lumo_energy_ev="-4.60 / -4.60" charge=+1
C 1.4193 0.5128 2.6856 1.25 1.93 3.29
C 1.1330 -0.8134 2.8767 0.08 -1.02 -1.66
C 1.0590 1.1715 1.5355 -1.18 -2.25 -1.25
C 0.5168 -1.6132 1.8925 -0.47 -0.38 3.64
C 0.4026 0.3983 0.5564 0.29 -0.48 1.55
C 0.0375 -0.9527 0.8162 1.45 1.08 -1.68
C -0.7745 -0.1276 -1.4688 -1.00 -3.34 3.94
C -0.0942 0.9871 -0.7161 -1.46 -0.22 -1.19
C -1.1315 2.0494 -0.2821 -0.94 1.05 -3.66
C 1.0101 1.6062 -1.5766 2.03 -0.99 2.20
C -0.5684 -2.8824 -0.7319 1.15 0.57 1.97
N -0.7076 -1.5780 -0.1237 -2.26 3.65 -5.61
N -1.6034 -0.2318 -2.4586 1.21 -4.13 1.58
H 1.8753 1.1191 3.5979 -0.84 -1.37 -2.21
H 1.4495 -1.3856 3.6971 0.39 -0.03 1.46
H 1.1952 2.2011 1.3665 0.44 1.08 0.00
H 0.1265 -2.5841 2.3272 0.67 0.91 -1.38
H -1.7490 1.7819 0.4877 -1.81 -1.37 1.69
H -1.7534 2.6612 -1.0595 1.19 -1.58 0.82
H -0.5460 2.7643 0.1517 1.68 2.17 1.08
H 1.2542 0.9665 -2.3856 0.38 -0.51 -0.95
H 1.9599 1.6545 -0.9170 -1.53 0.22 -1.24
H 0.7368 2.5517 -1.9242 -0.31 1.51 -0.59
H 0.0403 -2.9355 -1.6081 0.66 0.20 -0.53
H -0.0446 -3.3781 0.0924 -0.17 -0.91 -0.43
H -1.5188 -3.2922 -0.9377 -1.04 -0.62 0.02
H -1.7529 0.5083 -3.0293 -0.67 3.10 -2.20
H -1.9718 -1.1595 -2.8642 0.83 1.71 1.34

=====

118
Properties=species:S:1:pos:R:3:forces:R:3 method="wB97M-V/def2-TZVPD" homo_ev="-2.60 / -4.39" spin_multiplicity=3 mol_weight_g_mol=818.91 e_above_lowest_kj_mol=13.6 lumo_energy_ev="2.48 / 1.36" charge=-1
Ti 0.4555 0.0515 -0.2057 0.26 0.51 0.10
O -0.8657 0.2072 1.2126 0.09 -0.18 -0.27
C -0.9109 0.1450 2.5104 0.04 -0.03 0.08
C -2.1240 -0.2166 3.1340 0.00 0.01 -0.03
C -2.2289 -0.2744 4.5052 0.02 0.02 0.01
C -1.1363 0.0286 5.3236 -0.03 -0.01 0.02
C 0.0560 0.3813 4.7292 0.04 0.02 -0.02
C 0.1990 0.4369 3.3389 -0.11 -0.02 -0.02
C 1.4878 0.8158 2.7865 0.06 0.00 -0.01
N 1.7775 0.8036 1.5536 -0.01 0.00 -0.05
C 3.1136 1.1961 1.1205 0.01 0.03 -0.03
C 3.0732 1.3917 -0.3980 0.04 0.00 -0.04
N 2.3063 0.2749 -0.9297 -0.24 -0.14 0.06
C 3.0733 -0.8080 -1.2585 0.09 0.03 0.01
C 2.8514 -2.1469 -0.8642 -0.01 -0.01 0.03
C 3.6732 -3.1805 -1.3699 0.00 0.01 0.02
C 3.5798 -4.4824 -0.9223 -0.01 0.00 0.02
C 2.6643 -4.8000 0.0806 0.03 -0.02 -0.03
C 1.8431 -3.8068 0.6007 -0.03 0.04 0.02
C 1.8865 -2.4922 0.1355 0.01 -0.08 -0.03
O 1.0813 -1.5869 0.6621 -0.02 -0.07 0.03
H -2.9565 -0.4513 2.4826 0.00 0.00 0.01
H -3.1738 -0.5569 4.9554 0.00 0.00 -0.01
H -1.2254 -0.0141 6.4012 0.00 0.00 0.00
H 0.9177 0.6214 5.3447 0.00 0.00 -0.01
H 2.2412 1.1308 3.5200 0.00 0.00 0.00
H 3.8024 0.3737 1.3415 -0.01 -0.01 0.00
H 3.4555 2.0944 1.6469 0.00 -0.01 0.01
H 4.0921 1.3893 -0.8016 0.00 0.00 0.01
H 2.5962 2.3346 -0.6471 -0.02 -0.01 -0.01
H 4.0093 -0.5966 -1.7790 -0.02 -0.02 -0.02
H 4.3979 -2.9243 -2.1363 0.00 0.01 0.00
H 4.2224 -5.2474 -1.3413 0.00 0.00 0.00
H 2.5923 -5.8143 0.4553 0.00 0.00 0.00
H 1.1467 -4.0260 1.4029 0.03 0.02 -0.01
C -5.1037 -1.4189 -5.2969 0.01 0.00 0.00
C -3.9794 -0.3875 -5.4717 -0.01 -0.01 -0.02
C -4.5995 1.0071 -5.3773 0.01 -0.01 0.00
C -3.3647 -0.5420 -6.8701 0.00 0.00 0.01
C -2.9100 -0.6180 -4.4047 -0.02 0.07 0.02
C -2.5675 0.3406 -3.4777 -0.04 -0.02 -0.06
C -1.5910 0.0634 -2.5053 0.06 0.04 0.07
N -1.1212 0.8805 -1.5254 -0.06 -0.23 0.08
C -1.6299 2.0653 -1.1290 -0.02 0.15 0.03
C -2.9269 2.5744 -1.3484 0.01 -0.04 -0.02
C -3.2741 3.8167 -0.8813 0.00 0.04 0.04
C -2.3002 4.5626 -0.1786 -0.04 -0.04 -0.03
C -1.0349 4.1007 0.1156 0.04 -0.02 0.01
C -0.6829 2.7975 -0.3442 -0.08 -0.01 -0.05
O 0.4497 2.2262 -0.1098 -0.01 -0.12 0.00
C -0.0422 4.9190 0.9392 0.00 0.00 0.00
C 1.2422 5.1487 0.1299 0.00 0.00 0.01
C -0.5992 6.2906 1.3261 0.00 -0.01 0.00
C 0.2906 4.1605 2.2319 0.00 0.00 0.00
C -4.6725 4.4055 -1.0586 0.00 0.01 0.00
C -5.3062 4.6558 0.3177 0.01 0.00 -0.01
C -5.5945 3.4726 -1.8446 0.01 0.00 0.01
C -4.5813 5.7342 -1.8227 0.00 0.00 0.00
C -0.8883 -1.1677 -2.5161 -0.05 -0.03 0.03
O 0.0413 -1.3183 -1.6078 0.04 0.07 0.14
C -1.2250 -2.1564 -3.4709 0.07 0.02 -0.06
C -2.2364 -1.8519 -4.3651 0.02 -0.04 0.03
C -0.4554 -3.4747 -3.5395 0.02 -0.02 -0.01
C -0.9671 -4.3860 -4.6578 0.00 0.01 0.01
C -0.5880 -4.2433 -2.2187 -0.02 0.03 0.00
C 1.0244 -3.1705 -3.8151 -0.01 0.00 0.01
H -5.8765 -1.2761 -6.0578 0.00 0.00 0.00
H -5.5633 -1.3159 -4.3118 0.00 0.00 0.00
H -4.7257 -2.4384 -5.3835 -0.01 0.00 0.00
H -5.3577 1.1238 -6.1554 0.00 0.00 0.00
H -3.8506 1.7892 -5.5174 0.00 0.00 0.00
H -5.0838 1.1639 -4.4111 0.00 0.01 0.00
H -4.1255 -0.3915 -7.6415 0.00 0.00 0.00
H -2.9336 -1.5342 -7.0091 0.00 0.00 0.00
H -2.5702 0.1917 -7.0195 0.00 0.00 0.00
H -3.0132 1.3205 -3.5187 0.02 -0.01 0.01
H -3.6599 1.9428 -1.8230 0.01 0.00 0.01
H -2.5859 5.5440 0.1759 0.01 0.01 0.01
H 1.0242 5.7099 -0.7822 0.00 0.00 0.00
H 1.6962 4.2008 -0.1489 0.00 0.01 0.00
H 1.9605 5.7237 0.7220 0.00 0.00 0.00
H -0.8473 6.8902 0.4470 0.00 0.01 0.00
H 0.1568 6.8323 1.8993 0.00 0.00 0.00
H -1.4908 6.2044 1.9512 0.00 0.00 -0.01
H 0.7093 3.1846 2.0001 0.00 0.00 0.00
H -0.6102 4.0121 2.8323 0.00 0.00 0.00
H 1.0126 4.7278 2.8281 0.00 0.01 0.00
H -5.3859 3.7205 0.8747 0.00 0.00 0.01
H -6.3077 5.0813 0.2066 0.00 0.00 0.00
H -4.7077 5.3481 0.9116 0.00 0.00 0.00
H -5.7347 2.5203 -1.3295 0.00 0.00 -0.01
H -5.1997 3.2686 -2.8424 0.00 0.00 0.00
H -6.5756 3.9394 -1.9596 0.00 0.00 0.00
H -3.9572 6.4588 -1.2980 0.00 0.00 0.00
H -5.5763 6.1720 -1.9442 0.00 0.00 0.00
H -4.1508 5.5760 -2.8135 0.00 0.00 0.00
H -2.5150 -2.5987 -5.0960 0.01 -0.01 -0.01
H -2.0165 -4.6551 -4.5121 0.00 -0.01 -0.01
H -0.3822 -5.3086 -4.6554 0.00 0.00 0.00
H -0.8580 -3.9252 -5.6425 -0.01 0.00 0.00
H -1.6397 -4.4646 -2.0125 0.00 0.01 0.02
H -0.1814 -3.6637 -1.3949 0.02 0.01 0.02
H -0.0339 -5.1851 -2.2790 0.00 0.00 -0.01
H 1.1363 -2.6836 -4.7879 0.00 0.00 -0.01
H 1.6037 -4.0983 -3.8218 0.00 0.00 0.00
H 1.4364 -2.5185 -3.0472 0.00 -0.03 -0.04
C -1.7715 -5.3024 1.3449 0.02 -0.02 0.00
N -2.3940 -4.1606 0.7178 0.05 0.04 0.01
C -3.6224 -4.1248 0.1054 -0.06 0.02 -0.05
C -3.7527 -2.8528 -0.3786 0.00 -0.12 0.02
N -2.6396 -2.1131 -0.0781 -0.22 0.07 -0.07
C -1.8486 -2.9249 0.5739 0.06 0.04 0.06
H -2.2662 -5.5583 2.2833 -0.01 0.01 0.00
H -0.7299 -5.0633 1.5466 -0.04 -0.01 0.00
H -1.8012 -6.1638 0.6774 0.01 0.00 -0.01
H -4.2651 -4.9881 0.0660 0.00 0.00 0.00
H -4.5763 -2.4351 -0.9351 -0.01 0.01 0.00
H -0.8609 -2.6714 0.9361 -0.01 -0.01 0.02

=====

15
Properties=species:S:1:pos:R:3:forces:R:3 method="wB97M-V/def2-TZVPD" homo_ev=-10.15 mol_weight_g_mol=117.10 e_above_lowest_kj_mol=495.8 smiles="CC(=O)CC[N+](=O)[O-]" lumo_energy_ev=0.17
C -1.3922 -0.9810 -1.7668 2.41 -1.17 -0.79
C -0.5740 -0.7660 -0.4815 0.94 2.40 -4.36
O -0.3622 -1.6003 0.3060 0.05 -2.31 2.36
C 0.0771 0.6208 -0.3376 2.08 -2.27 2.75
C 1.2473 0.5159 0.7918 -0.09 -1.11 -4.76
N 0.8062 0.7148 2.0799 -0.02 0.48 5.47
O 1.6202 0.5076 2.9958 -0.33 -0.02 -1.29
O -0.3082 1.1034 2.3303 -0.85 0.24 -0.54
H -2.3369 -1.2326 -1.4159 -2.29 0.25 0.04
H -1.2328 -0.2403 -2.5597 -0.76 0.39 0.73
H -1.0948 -1.9157 -2.3197 0.19 0.51 1.01
H -0.6864 1.1320 0.1626 -1.17 1.50 0.51
H 0.5088 1.1940 -1.1307 -0.33 -0.19 -0.98
H 1.8840 -0.4001 0.8563 -0.75 0.70 -0.63
H 1.8441 1.3476 0.4891 0.91 0.58 0.47

=====

Number 1: calculated total energy -537.2784 Ha. Number 2: calculated total energy -3289.5353 Ha. Number 3: calculated total energy -436.9546 Ha.